Run w
Computed, not measured: the molecule C7H6, with the ωB97M-V functional and the def2-TZVPD basis.

Output
net charge	0
E_HOMO	-8.76	eV

Last column: Mulliken charge in e.
CARTESIAN COORDINATES (ANGSTROEM)
1 C 0.32 2.20 0.10  -0.206
2 C -1.10 1.98 0.28  -0.049
3 C 1.17 1.17 0.09  -0.717
4 C -1.80 0.92 0.39  -0.473
5 C 0.69 -0.18 0.08  -0.129
6 C 0.40 -1.36 0.01  0.938
7 C -0.11 -2.71 -0.24  -1.334
8 H 0.68 3.23 0.24  0.329
9 H -1.91 2.67 0.41  0.378
10 H 2.32 1.31 -0.05  0.241
11 H -0.71 -3.29 0.49  0.311
12 H -0.55 -2.56 -1.18  0.313
13 H 0.61 -3.38 -0.60  0.397

=====

Run x
Computed, not measured: a cluster of 2 separate species, C7H6 in total, with the ωB97M-V functional and the def2-TZVPD basis.

Output
net charge	0
E_HOMO	-8.94	eV

Last column: Mulliken charge in e.
CARTESIAN COORDINATES (ANGSTROEM)
1 C 2.32 0.14 -0.48  -0.867
2 C -3.02 -1.09 -0.33  -0.291
3 C 1.16 -0.53 0.16  -0.029
4 C -2.23 -0.21 -0.07  -0.196
5 C 0.26 -1.07 0.76  -0.194
6 C -1.41 0.80 0.23  0.289
7 C -0.67 1.76 0.24  -0.620
8 H 1.83 1.14 -0.64  0.175
9 H -3.38 -1.97 -0.71  0.443
10 H -0.55 -1.59 1.32  0.412
11 H -0.20 2.62 0.71  0.367
12 H 3.18 0.28 0.25  0.245
13 H 2.71 -0.28 -1.44  0.266

=====

Relative energies, hartree: run w 0.0000; run x 0.0136.

=====

Run w
Computed, not measured: a cluster of 9 separate species, C36H72O9 in total, with the ωB97M-V functional and the def2-TZVPD basis.

Output
net charge	0
E_HOMO	-9.35	eV

Last column: Mulliken charge in e.
CARTESIAN COORDINATES (ANGSTROEM)
1 C 8.29 11.95 10.41  0.089
2 C 8.08 10.75 11.37  0.359
3 C 6.76 11.14 12.08  -0.646
4 O 6.73 12.55 12.09  -0.394
5 C 7.15 12.93 10.84  -0.426
6 H 8.22 11.60 9.36  0.308
7 H 9.29 12.30 10.51  -0.413
8 H 8.89 10.72 12.06  -0.250
9 H 8.06 9.78 10.92  0.227
10 H 6.66 10.76 13.13  0.321
11 H 5.92 10.74 11.49  0.310
12 H 7.53 14.01 10.90  0.294
13 H 6.30 12.89 10.16  0.294
14 C 15.07 10.73 8.60  0.119
15 C 15.34 9.93 9.88  -0.096
16 C 13.93 9.23 10.11  0.443
17 O 13.14 9.40 8.92  -0.447
18 C 13.57 10.68 8.33  -0.201
19 H 15.62 10.28 7.77  0.384
20 H 15.25 11.79 8.63  -0.457
21 H 15.57 10.57 10.70  -0.342
22 H 16.11 9.20 9.72  0.456
23 H 13.37 9.79 10.90  -0.688
24 H 14.07 8.14 10.32  0.468
25 H 13.13 11.51 8.89  -0.044
26 H 13.30 10.70 7.26  0.407
27 C 10.57 8.18 11.40  0.818
28 C 10.37 7.90 9.89  -0.678
29 C 11.31 6.66 9.71  -0.399
30 O 12.09 6.58 10.91  -0.426
31 C 11.22 6.92 11.93  -0.504
32 H 9.62 8.50 11.91  0.402
33 H 11.28 8.95 11.50  -0.867
34 H 10.68 8.70 9.20  0.215
35 H 9.38 7.57 9.54  0.400
36 H 12.09 6.74 8.93  0.126
37 H 10.82 5.72 9.60  0.408
38 H 11.90 7.17 12.73  0.167
39 H 10.49 6.17 12.22  0.310
40 C 14.07 10.19 16.79  1.272
41 C 13.68 8.70 16.80  -0.629
42 C 13.42 8.40 18.26  -0.469
43 O 13.95 9.47 19.04  -0.458
44 C 14.65 10.37 18.21  -0.486
45 H 13.24 10.91 16.60  -0.035
46 H 14.84 10.39 16.05  -0.802
47 H 14.52 8.10 16.42  0.249
48 H 12.88 8.44 16.11  0.338
49 H 13.85 7.44 18.58  0.283
50 H 12.32 8.34 18.53  0.247
51 H 15.73 10.17 18.21  0.226
52 H 14.63 11.33 18.73  0.263
53 C 14.83 16.01 8.30  -0.399
54 C 14.03 16.48 7.05  -0.590
55 C 13.79 15.15 6.41  -0.525
56 O 13.46 14.30 7.48  -0.389
57 C 14.41 14.49 8.47  1.006
58 H 14.74 16.60 9.21  0.247
59 H 15.93 16.00 8.10  0.273
60 H 14.46 17.22 6.39  0.375
61 H 13.03 16.87 7.36  0.241
62 H 14.60 14.83 5.74  0.268
63 H 12.91 15.10 5.81  0.351
64 H 15.25 13.78 8.33  -0.155
65 H 14.01 14.27 9.47  -0.737
66 C 17.21 14.60 11.20  0.297
67 C 18.39 14.72 12.15  -0.834
68 C 17.73 15.20 13.43  0.108
69 O 16.52 15.84 13.04  -0.455
70 C 16.42 15.82 11.62  -0.447
71 H 16.69 13.69 11.35  -0.383
72 H 17.40 14.63 10.14  0.502
73 H 19.16 15.38 11.72  0.319
74 H 18.88 13.73 12.29  0.289
75 H 18.38 15.83 14.00  0.366
76 H 17.43 14.32 14.05  -0.244
77 H 16.96 16.70 11.27  0.344
78 H 15.36 15.91 11.39  0.200
79 C 17.52 11.66 14.02  1.005
80 C 17.49 10.18 13.68  -0.475
81 C 17.73 9.59 15.09  -0.256
82 O 18.28 10.58 15.92  -0.493
83 C 17.69 11.78 15.52  -0.268
84 H 16.67 12.27 13.55  -0.517
85 H 18.44 12.07 13.54  -0.068
86 H 18.24 9.97 12.92  0.334
87 H 16.55 9.80 13.30  0.061
88 H 18.34 8.69 15.16  0.426
89 H 16.73 9.36 15.48  -0.130
90 H 18.37 12.60 15.74  0.475
91 H 16.64 11.91 15.91  -0.090
92 C 13.00 15.38 17.57  -0.734
93 C 13.59 16.09 16.31  -0.677
94 C 13.36 15.04 15.17  0.246
95 O 13.58 13.79 15.85  -0.250
96 C 13.50 13.91 17.26  -0.328
97 H 11.96 15.49 17.72  0.334
98 H 13.49 15.71 18.50  0.329
99 H 14.66 16.23 16.48  0.249
100 H 13.13 17.11 16.21  0.412
101 H 14.08 15.19 14.36  -0.154
102 H 12.29 14.99 14.84  0.093
103 H 14.53 13.76 17.63  0.138
104 H 12.94 13.03 17.62  0.350
105 C 13.68 12.92 12.06  1.344
106 C 13.64 11.80 13.18  0.401
107 C 12.19 11.41 13.34  -1.096
108 O 11.54 11.98 12.18  -0.326
109 C 12.23 13.21 11.83  -0.563
110 H 14.29 12.63 11.23  -0.334
111 H 14.16 13.80 12.47  -0.780
112 H 14.02 12.12 14.13  0.211
113 H 14.34 10.97 13.00  -0.188
114 H 11.81 11.79 14.28  0.407
115 H 11.85 10.40 13.34  0.213
116 H 11.82 14.05 12.44  0.233
117 H 12.00 13.41 10.78  0.395

=====

Run x
Computed, not measured: a cluster of 9 separate species, C36H72O9 in total, with the ωB97M-V functional and the def2-TZVPD basis.

Output
net charge	0
E_HOMO	-9.41	eV

Last column: Mulliken charge in e.
CARTESIAN COORDINATES (ANGSTROEM)
1 C 36.33 11.11 18.00  0.275
2 C 37.22 12.20 18.54  2.391
3 C 36.31 13.11 19.29  0.780
4 O 34.95 12.72 18.98  -0.468
5 C 35.04 11.23 18.87  -1.109
6 H 36.66 10.08 18.25  0.284
7 H 35.96 11.12 17.02  -0.362
8 H 37.76 12.86 17.65  -1.131
9 H 38.12 12.07 19.16  -0.730
10 H 36.48 14.17 18.94  -0.121
11 H 36.34 13.33 20.39  -1.043
12 H 34.17 10.88 18.54  0.673
13 H 35.23 10.84 19.77  0.376
14 C 40.11 14.83 19.95  0.849
15 C 41.64 15.00 20.03  -0.509
16 C 41.95 14.64 21.44  -0.751
17 O 40.76 14.01 21.91  -0.405
18 C 39.66 14.63 21.34  1.130
19 H 40.10 13.98 19.66  -1.007
20 H 39.56 15.57 19.24  0.184
21 H 41.85 16.04 19.95  0.427
22 H 42.13 14.14 19.45  0.032
23 H 42.15 15.58 22.06  0.304
24 H 42.79 13.99 21.50  0.356
25 H 39.61 15.65 21.83  0.297
26 H 38.83 13.94 21.46  -0.976
27 C 41.26 11.10 19.70  -0.431
28 C 41.29 9.68 20.35  -0.561
29 C 40.14 9.08 19.60  -0.476
30 O 40.04 9.82 18.33  -0.457
31 C 40.95 10.87 18.38  0.041
32 H 42.11 11.61 19.91  0.741
33 H 40.70 11.70 20.35  -0.145
34 H 41.19 9.59 21.51  0.246
35 H 42.18 9.14 19.93  0.339
36 H 39.15 9.28 19.91  0.067
37 H 40.10 8.04 19.53  0.466
38 H 40.47 11.72 18.00  -0.133
39 H 41.76 10.83 17.73  0.370
40 C 38.65 10.55 13.53  0.181
41 C 37.71 9.56 14.12  0.040
42 C 36.78 9.39 12.81  -0.592
43 O 36.83 10.60 12.04  -0.381
44 C 38.12 11.09 12.22  -0.307
45 H 39.76 10.17 13.42  0.261
46 H 38.83 11.19 14.38  -0.106
47 H 37.05 9.96 14.80  -0.490
48 H 38.00 8.58 14.48  0.421
49 H 35.79 9.16 13.06  0.313
50 H 37.05 8.49 12.20  0.285
51 H 38.16 12.13 12.40  0.207
52 H 38.67 10.78 11.11  0.214
53 C 33.02 10.22 13.76  -0.459
54 C 31.96 11.35 14.02  0.104
55 C 31.69 11.30 15.52  -0.666
56 O 31.98 9.87 15.66  -0.505
57 C 33.29 9.72 15.09  0.448
58 H 33.89 10.78 13.06  -0.068
59 H 32.39 9.49 13.42  0.647
60 H 31.11 11.50 13.37  0.347
61 H 32.61 12.22 13.93  -0.394
62 H 30.71 11.58 15.62  0.518
63 H 32.27 12.08 15.81  0.076
64 H 33.49 8.61 15.07  0.384
65 H 34.10 10.28 15.75  -0.442
66 C 39.31 14.74 14.62  0.413
67 C 40.80 14.99 14.54  -1.344
68 C 41.18 15.06 15.96  -0.401
69 O 40.08 14.73 16.72  0.118
70 C 38.93 14.99 16.06  -0.915
71 H 39.15 13.61 14.28  -0.470
72 H 38.50 15.25 14.01  0.493
73 H 40.93 15.96 14.04  0.282
74 H 41.23 14.44 13.87  0.601
75 H 41.44 15.98 16.28  0.438
76 H 42.00 14.43 16.33  0.264
77 H 38.84 16.13 16.26  0.201
78 H 38.00 14.74 16.44  0.395
79 C 33.86 15.76 21.14  -0.330
80 C 34.78 16.64 20.46  -0.472
81 C 35.97 16.48 21.23  -0.844
82 O 36.01 15.19 21.76  -0.165
83 C 34.70 14.97 22.26  -0.575
84 H 33.57 15.09 20.37  0.018
85 H 32.89 16.15 21.63  0.374
86 H 34.52 17.66 20.64  0.373
87 H 34.92 16.46 19.44  0.193
88 H 35.93 17.36 21.73  0.545
89 H 36.71 16.64 20.45  0.310
90 H 34.56 15.49 23.18  0.395
91 H 34.54 13.88 22.32  0.262
92 C 37.35 11.65 22.80  1.954
93 C 36.91 12.09 24.22  -0.827
94 C 37.89 11.53 25.18  -0.292
95 O 38.63 10.54 24.33  -0.489
96 C 38.69 11.16 22.94  -0.188
97 H 37.30 12.40 22.14  -1.505
98 H 36.83 10.76 22.31  0.147
99 H 35.90 11.66 24.35  0.358
100 H 36.86 13.21 24.49  0.111
101 H 37.14 10.87 25.80  0.263
102 H 38.55 12.25 25.76  0.295
103 H 38.92 10.58 22.17  0.241
104 H 39.61 11.92 22.78  -0.075
105 C 35.37 13.50 14.39  0.414
106 C 34.88 13.99 12.99  -0.508
107 C 34.20 15.22 13.44  -0.817
108 O 33.67 14.96 14.82  -0.522
109 C 34.50 14.24 15.49  -0.918
110 H 36.34 13.91 14.26  -0.111
111 H 35.39 12.49 14.64  0.237
112 H 34.14 13.20 12.70  0.170
113 H 35.59 14.10 12.15  0.434
114 H 33.40 15.58 12.68  0.320
115 H 34.86 15.99 13.53  0.473
116 H 34.23 13.58 16.18  0.504
117 H 35.10 14.82 16.16  0.323

=====

Run y
Computed, not measured: a cluster of 9 separate species, C36H72O9 in total, with the ωB97M-V functional and the def2-TZVPD basis.

Output
net charge	0
E_HOMO	-9.34	eV

Last column: Mulliken charge in e.
CARTESIAN COORDINATES (ANGSTROEM)
1 C 9.91 28.48 -10.82  -0.506
2 C 10.64 27.56 -9.88  -0.536
3 C 11.24 26.48 -10.69  -0.300
4 O 10.72 26.76 -12.01  -0.429
5 C 9.57 27.62 -12.02  -0.373
6 H 10.58 29.27 -11.17  0.214
7 H 9.02 28.98 -10.44  0.336
8 H 9.97 27.21 -9.10  0.259
9 H 11.38 28.11 -9.30  0.287
10 H 10.90 25.48 -10.42  0.263
11 H 12.31 26.60 -10.54  0.240
12 H 8.69 27.01 -11.82  0.254
13 H 9.51 28.12 -12.98  0.290
14 C 13.18 19.76 -14.60  -0.558
15 C 12.54 19.00 -15.81  -0.566
16 C 13.62 19.53 -16.83  -0.380
17 O 13.60 20.92 -16.47  -0.419
18 C 13.55 21.13 -15.05  -0.347
19 H 14.02 19.14 -14.28  0.255
20 H 12.54 19.94 -13.74  0.342
21 H 11.50 19.25 -16.04  0.287
22 H 12.58 17.92 -15.72  0.307
23 H 13.34 19.32 -17.87  0.309
24 H 14.62 19.15 -16.64  0.267
25 H 12.78 21.80 -14.68  0.256
26 H 14.49 21.56 -14.69  0.247
27 C 5.51 23.89 -6.14  -0.556
28 C 4.81 22.98 -5.11  -0.521
29 C 4.32 21.83 -6.05  -0.407
30 O 5.34 21.72 -7.06  -0.419
31 C 6.16 22.94 -7.13  -0.368
32 H 6.17 24.58 -5.61  0.351
33 H 4.81 24.52 -6.69  0.243
34 H 4.03 23.59 -4.65  0.302
35 H 5.40 22.57 -4.28  0.286
36 H 3.39 22.07 -6.56  0.247
37 H 4.18 20.89 -5.52  0.293
38 H 5.98 23.43 -8.08  0.250
39 H 7.23 22.91 -6.94  0.299
40 C 5.81 34.85 -16.58  -0.561
41 C 7.16 34.14 -16.49  -0.579
42 C 8.14 35.29 -16.54  -0.331
43 O 7.44 36.36 -17.20  -0.414
44 C 6.04 35.99 -17.53  -0.352
45 H 5.58 35.24 -15.59  0.251
46 H 5.02 34.14 -16.80  0.375
47 H 7.29 33.54 -17.39  0.244
48 H 7.37 33.41 -15.71  0.359
49 H 8.97 35.10 -17.21  0.239
50 H 8.42 35.69 -15.56  0.251
51 H 6.00 35.60 -18.55  0.244
52 H 5.38 36.85 -17.41  0.274
53 C 1.09 28.05 -13.31  -0.554
54 C 1.17 28.18 -11.80  -0.407
55 C 2.62 28.73 -11.47  -0.400
56 O 3.05 29.10 -12.85  -0.435
57 C 2.52 28.29 -13.84  -0.354
58 H 0.30 28.68 -13.73  0.291
59 H 0.85 27.02 -13.54  0.246
60 H 1.08 27.17 -11.39  0.308
61 H 0.46 28.94 -11.50  0.251
62 H 3.30 28.01 -11.01  0.230
63 H 2.69 29.59 -10.80  0.258
64 H 3.08 27.36 -13.96  0.269
65 H 2.52 28.73 -14.84  0.299
66 C 11.26 26.97 -1.56  -0.553
67 C 10.98 27.63 -2.86  -0.463
68 C 10.17 28.83 -2.47  -0.422
69 O 9.47 28.45 -1.30  -0.398
70 C 9.93 27.18 -0.82  -0.403
71 H 12.09 27.47 -1.07  0.263
72 H 11.60 25.94 -1.69  0.346
73 H 10.39 26.94 -3.47  0.265
74 H 11.88 28.00 -3.35  0.304
75 H 9.42 29.04 -3.24  0.243
76 H 10.78 29.72 -2.30  0.291
77 H 9.24 26.37 -1.04  0.250
78 H 10.00 27.25 0.27  0.278
79 C 3.57 23.62 -18.25  -0.571
80 C 4.94 23.09 -18.50  -0.401
81 C 5.79 24.37 -18.58  -0.414
82 O 4.88 25.46 -18.68  -0.422
83 C 3.55 24.96 -19.00  -0.424
84 H 3.32 23.89 -17.23  0.259
85 H 2.82 22.87 -18.49  0.357
86 H 4.79 22.53 -19.43  0.287
87 H 5.19 22.44 -17.66  0.261
88 H 6.28 24.46 -19.55  0.227
89 H 6.53 24.57 -17.80  0.285
90 H 3.50 24.88 -20.08  0.260
91 H 2.79 25.66 -18.63  0.294
92 C 15.95 31.18 -12.80  -0.491
93 C 15.88 32.69 -13.02  -0.406
94 C 15.07 32.91 -14.27  -0.403
95 O 14.58 31.61 -14.57  -0.414
96 C 15.53 30.60 -14.13  -0.402
97 H 15.27 30.94 -11.97  0.221
98 H 16.93 30.84 -12.47  0.308
99 H 16.87 33.12 -13.17  0.268
100 H 15.34 33.20 -12.22  0.260
101 H 15.61 33.20 -15.16  0.257
102 H 14.24 33.60 -14.15  0.238
103 H 16.37 30.51 -14.83  0.257
104 H 15.04 29.63 -14.08  0.308
105 C 20.93 24.54 -11.53  -0.498
106 C 21.22 23.01 -11.10  -0.534
107 C 21.23 23.20 -9.56  -0.419
108 O 20.13 24.09 -9.33  -0.411
109 C 20.04 25.08 -10.42  -0.386
110 H 20.48 24.67 -12.51  0.328
111 H 21.89 25.06 -11.47  0.250
112 H 22.18 22.66 -11.47  0.316
113 H 20.46 22.27 -11.36  0.276
114 H 22.15 23.61 -9.15  0.263
115 H 21.11 22.27 -9.01  0.306
116 H 20.34 26.03 -10.00  0.248
117 H 19.04 25.25 -10.81  0.262

=====

Relative energies, hartree: run w 0.0000; run x 0.5025; run y 0.0820.